The following is a quantum chemistry calculation of one molecule with the formula C4H11ClO3Si at a distorted geometry, from OMol25.

Values from the calculation:
**Calculated total energy**: -30870.1384 eV
**Frontier orbital gap**: 10.2232 eV
**Structure (SMILES)**: COC[Si](Cl)(OC)OC
**Energy above the lowest of the compared OMol25 structures with the same formula, charge and spin**: 31.3 kcal/mol
**Strongest force on any atom**: 3.7 eV/A

The geometry in XYZ format:
```
20
Properties=species:S:1:pos:R:3:forces:R:3:lowdin_charge:R:1
C 2.954811 1.877939 0.716014 0.45 2.41 -0.54 -0.145
C -2.181256 -0.926232 1.842958 0.84 1.63 1.66 -0.138
C -1.973481 -0.159390 -2.251066 0.74 0.17 -0.71 -0.153
C 1.635662 0.124978 0.036440 -2.22 -2.83 -0.86 -0.252
O 1.673094 1.400427 0.557798 -1.44 -0.46 0.86 -0.236
O -0.924604 -1.279052 1.379849 1.64 -0.23 -0.68 -0.253
O -1.681391 -0.183061 -0.897241 1.11 -0.18 1.85 -0.261
Si -0.409340 -0.821477 -0.082569 2.75 0.86 0.04 0.139
Cl 0.125337 -2.530611 -1.063111 0.20 -0.40 -0.40 0.400
H 2.978641 2.916387 1.159605 -0.46 -1.19 -0.21 0.112
H 3.291126 2.000412 -0.289111 1.16 0.20 -0.85 0.075
H 3.639296 1.263571 1.250562 0.36 -0.88 0.67 0.076
H -2.396151 -1.585247 2.656784 -0.56 -0.42 0.44 0.082
H -2.845973 -1.004560 1.034648 -1.52 0.19 -0.61 0.060
H -2.057424 0.110568 2.261210 -0.89 -0.74 -0.40 0.112
H -1.092950 0.122960 -2.846498 -0.42 0.68 0.06 0.095
H -2.836553 0.475565 -2.306495 -0.19 0.51 -0.80 0.087
H -2.202281 -1.123816 -2.646802 -0.51 -0.98 0.03 0.066
H 2.329577 -0.632165 0.488143 -0.81 0.56 0.75 0.081
H 1.973860 -0.047196 -1.001115 -0.23 1.10 -0.31 0.053
```
Positions in Å, forces in eV/Å.